Record 1
182
Properties=species:S:1:pos:R:3 method="wB97M-V/def2-TZVPD" charge=0 e_lumo_ha=-0.001 max_force_ev_per_a=3.36 gap_ev=9.6
H 4.650 -3.936 1.125
C -0.246 3.661 5.441
H 2.011 4.858 -1.918
C 1.746 5.553 2.312
H -3.680 -5.635 -1.010
C -5.949 0.892 1.072
C -3.218 -0.065 4.298
H -3.469 0.943 -2.462
O -1.101 -3.147 1.740
H -1.135 0.377 3.979
H -0.143 5.696 2.681
C 4.676 -2.859 1.203
H -1.931 -2.208 -4.481
O 3.288 2.996 4.862
H -2.621 2.000 -0.396
H -1.723 4.170 -0.855
H -1.040 3.339 4.734
C 1.087 -0.467 -7.765
H 6.450 -2.195 0.736
H 2.775 -0.237 -6.388
O 0.660 6.011 3.075
O 1.923 -2.426 5.664
O -0.581 -5.085 -5.408
F 0.127 -0.082 -1.382
H -0.355 -5.571 -4.588
C -4.326 -5.018 -0.383
H 2.806 -0.800 -8.534
O 4.345 -0.681 -2.125
H 0.380 4.402 4.930
O 1.905 -0.907 -8.853
H -1.436 2.876 1.295
H -6.871 0.750 1.667
H 0.348 1.169 -4.000
F -1.391 0.277 0.346
O 6.503 -2.635 2.770
C 1.769 -0.646 -6.495
H 2.116 2.256 2.215
H 4.093 1.194 4.283
C -2.190 2.010 -3.544
F 0.741 1.263 0.302
C 2.766 -1.441 6.210
C -2.407 3.309 1.027
C -0.705 -4.672 -1.430
O 0.630 2.551 5.822
H -3.448 0.927 3.853
F -4.890 -2.243 -4.437
H -1.117 -2.391 1.144
C -2.212 4.487 0.084
O -2.298 -1.728 -2.950
H 1.295 5.938 0.152
C 0.137 -3.168 2.496
H 0.665 3.087 -1.191
H 5.942 2.687 -2.018
H -3.688 -1.421 -1.467
C 3.087 -0.723 -1.437
C 2.371 1.611 3.067
H -1.695 -4.982 -1.132
H 0.274 -2.169 2.929
C 0.248 -5.820 -1.575
H 2.648 5.791 2.904
H 5.068 -0.999 -1.534
C 4.855 2.849 -1.893
H 0.321 -0.668 6.547
H 0.823 0.587 -7.901
O -1.408 -2.324 -5.348
H -4.907 -0.402 3.595
C -1.976 -4.711 -5.245
H -7.267 1.254 -0.542
H -3.158 4.981 -0.251
H 2.556 2.501 -3.346
O -1.238 -1.384 4.882
H 3.330 -0.778 -0.365
H -1.273 -6.963 -2.065
O 1.758 7.673 1.126
O -3.789 -3.379 -2.071
H 4.290 2.603 3.121
O -3.142 2.289 0.372
H 0.170 -1.076 -7.790
H 1.091 -0.254 -5.692
H 1.514 1.524 3.737
H -1.382 1.684 -5.550
C 3.622 2.096 3.806
C -2.255 -3.403 -5.950
C -1.546 1.143 -4.629
H 1.346 -1.863 -1.358
O -1.312 -4.031 4.170
O -4.207 -0.974 3.911
O -0.336 0.521 -4.185
H -3.007 2.654 -3.975
H -1.461 5.089 6.315
O -1.421 5.468 0.741
C 1.940 6.289 0.959
H 3.639 -2.553 1.018
O 2.115 -2.149 -3.228
H 1.483 -2.947 6.321
H 2.462 0.123 -1.534
Li -1.292 -0.347 -2.527
H -3.149 0.159 5.387
H 1.158 -5.520 -2.122
H 5.196 3.017 0.169
H 1.927 -2.549 -7.073
C -1.791 -0.506 3.900
O 4.208 2.050 -2.847
H 4.821 -1.339 2.731
O 3.096 3.062 -0.087
H -1.991 -3.779 3.500
H 0.585 5.568 -2.604
H -1.359 2.429 7.501
O -0.391 -6.766 -2.411
H -0.129 4.493 7.375
H -4.093 0.602 1.489
H 3.598 -1.386 5.527
C 2.326 -2.003 -1.826
C 4.379 2.548 -0.458
H 2.971 6.136 0.626
H 4.729 3.877 -2.245
O 1.642 2.595 -3.667
C 1.037 4.579 -2.408
H -4.461 -2.815 -0.145
H 6.544 -2.855 3.720
H 1.009 -3.369 1.899
H -4.807 1.824 -0.714
H 4.486 -3.045 3.287
H 1.755 0.041 5.151
C -0.073 -4.121 3.594
O -4.904 0.079 1.491
H 0.562 -6.313 -0.603
H 0.688 -3.963 4.340
F -4.648 -0.320 -3.463
O 0.236 3.867 -1.543
C 1.167 3.936 -3.753
O 0.847 0.003 6.999
H 0.137 3.873 -4.193
H -1.392 -3.159 -2.651
H 3.134 -1.690 7.247
O -2.529 1.193 -2.437
C -3.832 -3.579 -0.647
H 2.372 2.912 5.098
H 2.582 2.310 0.225
O -5.234 1.100 -1.248
H -0.448 -4.037 -0.599
C 5.075 -2.381 2.573
H -2.860 3.459 1.991
C -4.728 -1.633 -3.271
H -4.208 -5.248 0.676
C 2.048 -0.098 6.202
H -0.585 5.404 0.292
H 4.473 1.471 -0.276
H -2.812 -3.409 -0.282
C -0.907 4.198 6.633
H 0.168 1.768 6.055
C -6.316 0.677 -0.370
H -1.712 -0.846 2.888
F 0.432 -1.050 0.676
H -6.554 -0.400 -0.436
O 1.931 -2.064 -6.248
H 1.896 4.490 -4.346
C -3.542 -2.010 -2.392
H -3.323 -3.164 -5.968
B -0.059 0.157 0.006
H -1.395 2.625 -3.235
H 2.788 0.641 6.535
H 1.612 4.492 2.136
O 5.611 -2.350 0.271
O 2.718 0.364 2.448
H 0.838 7.758 1.359
O -1.841 3.212 7.133
F -5.815 -1.837 -2.500
H -2.246 0.378 -4.892
H -2.245 -4.842 -4.204
H 2.782 -2.952 -1.479
H 4.186 1.081 -2.598
H -1.851 -3.510 -6.988
H -1.384 -2.322 4.701
H -2.500 -5.549 -5.697
O -0.777 -3.971 -2.662
H -5.350 -5.052 -0.669
H 2.893 -1.877 -3.744
H 0.111 -5.083 3.150
H -5.633 1.970 1.172
Na 0.534 -3.232 -4.311
H 1.982 -0.248 2.320

---

Record 2
52
Properties=species:S:1:pos:R:3 method="wB97M-V/def2-TZVPD" charge=+1 relative_energy_kcal_mol=21.8 e_lumo_ha=-0.078 max_force_ev_per_a=0.80 gap_ev=9.0
C -0.664 1.485 -1.596
H -0.259 0.596 2.124
H 4.022 0.611 2.222
H 2.643 -3.576 -1.519
N 3.865 -0.753 -0.348
C -1.803 1.367 -0.790
H 4.738 -1.462 1.454
C 5.166 1.228 0.474
C 0.735 0.970 0.274
H 5.502 0.113 -1.342
C -0.382 0.848 1.082
C -5.623 -1.144 1.559
O -2.977 1.590 -1.408
C 4.584 -1.785 0.427
H -4.128 2.305 0.159
H 4.085 -1.750 -2.186
H -0.797 1.738 -2.635
C 3.286 -1.500 -1.485
H 1.462 1.404 -1.704
H 2.239 2.457 1.927
C 3.708 -3.041 0.325
C 2.755 1.917 1.125
O 2.009 0.735 0.819
C -1.646 1.042 0.557
C -5.260 -2.291 0.871
H -3.638 -0.861 -1.726
H 5.522 2.183 0.085
H -5.548 0.993 1.610
H -2.502 0.930 1.202
C 4.145 1.493 1.590
C -4.543 -2.188 -0.308
C -4.545 0.208 -0.112
H 6.027 0.724 0.915
H 3.057 -0.365 0.217
H -5.540 -3.261 1.252
H 2.528 -0.907 -1.995
C -5.264 0.100 1.072
C 0.593 1.292 -1.070
H 3.176 -3.229 1.255
H 4.011 1.062 -1.344
H 5.558 -1.947 -0.040
H -4.263 -3.078 -0.851
C -4.190 -0.944 -0.801
H -4.941 1.897 -1.367
C -4.178 1.568 -0.654
H 4.551 2.281 2.224
H 1.725 -2.544 -0.426
C 4.655 0.430 -0.729
H 4.318 -3.915 0.113
C 2.721 -2.748 -0.819
H -6.186 -1.219 2.476
H 2.804 2.575 0.250

---

Record 3
20
Properties=species:S:1:pos:R:3 method="wB97M-V/def2-TZVPD" charge=0 relative_energy_kcal_mol=35.6 e_lumo_ha=-0.005 max_force_ev_per_a=4.83 gap_ev=8.5
Cl -3.172 0.597 0.100
H 0.909 3.502 0.833
H -0.109 0.284 2.879
C 1.887 -0.560 -1.669
N -0.096 1.941 1.791
C 1.260 -0.959 -0.329
C -2.512 -1.089 -0.143
H 1.159 -0.140 0.323
C -0.058 3.124 1.219
S -3.439 -2.325 -0.700
C -0.267 0.761 1.957
H 1.905 -1.745 0.008
H -1.074 3.566 1.065
H 1.358 -1.202 -2.551
H 1.825 0.447 -2.134
N -1.174 -1.039 0.152
O -0.243 -2.502 -1.332
H 2.878 -0.821 -1.722
C -0.117 -1.600 -0.572
H -0.921 -0.240 0.825